Record 1
The ion C14H24BFNO2 with charge -1 in a non-equilibrium geometry, computed with wB97M-V/def2-TZVPD.

Geometry as XYZ:
```
43
C14H24BFNO2, DFT wB97M-V/def2-TZVPD
C 0.99630 -3.58079 -0.44231
C 1.53935 -2.62553 -1.54814
O 0.76050 -2.24597 -2.39057
O 2.83742 -2.14325 -1.62218
C 3.30510 -1.52142 -0.39883
C 3.24839 0.06110 -0.43335
B 1.70302 0.60688 -0.12439
C 1.41081 2.11521 -0.69265
C -0.04924 2.25390 -1.33538
C -1.21806 2.03019 -0.30599
C -2.32738 1.15161 -1.03196
N -3.09946 0.27439 -0.12175
C -4.23848 -0.33703 -0.66121
C -4.80148 -1.15982 0.38234
C -3.95211 -1.01163 1.60046
C -2.92032 -0.07553 1.19329
C 1.36810 0.32764 1.46014
C 1.29300 1.57387 2.40347
F 0.17662 -0.51808 1.54739
H -0.11486 -3.64614 -0.58652
H 1.12600 -3.08474 0.56174
H 1.46409 -4.59396 -0.42846
H 4.40389 -1.78572 -0.32300
H 2.83430 -1.90515 0.53855
H 3.87748 0.40664 0.44112
H 3.65280 0.48232 -1.39008
H 0.99298 -0.13798 -0.76498
H 2.10669 2.25953 -1.57944
H 1.64425 2.96354 0.00685
H -0.05005 1.51554 -2.18678
H -0.09718 3.27831 -1.81392
H -0.90753 1.61587 0.67708
H -1.70727 3.03405 -0.13415
H -3.04297 1.78806 -1.62726
H -1.84938 0.47167 -1.79344
H -4.64341 -0.21429 -1.68578
H -5.69424 -1.81414 0.32732
H -4.04286 -1.48737 2.59620
H -2.10888 0.30054 1.84398
H 2.20132 -0.32690 1.86505
H 1.56089 1.29262 3.46615
H 0.29209 2.08487 2.41330
H 2.06979 2.32711 2.09811
```

Its energy above the lowest of the compared OMol25 structures with the same formula, charge and spin is 220.6 kJ/mol. For the orbital gap, the calculation gives 8.46 eV. Its spin multiplicity is 1. The HOMO energy is -0.1870 hartree. Its net charge is -1. Its largest force on an atom is 3.5 eV/A.



Record 2
A cluster of 3 separate species, C14H24BrF6NO7PS in total in a non-equilibrium geometry, computed with wB97M-V/def2-TZVPD.

Geometry as XYZ:
```
55
C14H24BrF6NO7PS, DFT wB97M-V/def2-TZVPD
C 0.62415 0.92382 -1.66693
C -0.87110 1.18564 -2.36912
C -1.01855 0.04308 -3.53815
C -2.07488 1.19925 -1.25615
S -3.72015 1.26964 -2.22538
C -4.53579 2.97792 -1.96538
C -4.43668 3.71114 -3.46543
O -4.25911 5.03370 -3.51076
Br -4.54498 2.51135 -5.08783
P -5.05643 -0.30356 -1.51780
N -4.84368 -0.40047 0.08360
O -6.72019 0.05105 -1.91909
O -4.58192 -1.76939 -2.36979
H 1.02451 -0.10410 -2.07466
H 0.56650 0.84948 -0.49977
H 1.34780 1.75435 -2.07195
H -0.82287 2.27559 -2.83059
H -0.07450 0.18321 -4.25522
H -0.92437 -1.00586 -3.01892
H -1.95918 0.16070 -4.22959
H -2.04224 0.32424 -0.47971
H -2.04799 2.23130 -0.65746
H -5.65957 2.75099 -1.70680
H -3.97381 3.60340 -1.13705
H -5.80293 -0.19502 0.49433
H -6.74981 0.45593 -2.85542
H -5.24770 -1.91406 -3.11459
C -2.26698 -3.67278 1.38346
C -1.66491 -2.45284 2.05640
O -0.35493 -2.74764 2.56517
C 0.66304 -2.74094 1.64706
O 0.50444 -2.50682 0.45125
C 2.00255 -3.02394 2.32318
F 1.94569 -4.08109 3.18365
F 2.44061 -1.96090 3.05645
F 2.99759 -3.31124 1.43709
H -2.26818 -4.52724 2.06788
H -3.29363 -3.47227 1.06484
H -1.68519 -3.97037 0.50576
H -2.28268 -2.16794 2.91450
H -1.63470 -1.59005 1.38076
C 5.52170 -0.73312 3.39218
C 5.08195 -0.08883 2.09022
O 5.30289 1.32955 2.12499
C 6.58878 1.74438 1.89348
O 7.52480 0.97996 1.67109
C 6.67700 3.26862 1.91425
F 6.02600 3.81978 2.97898
F 6.12456 3.82863 0.80032
F 7.95865 3.72835 1.97592
H 5.02662 -0.25489 4.24349
H 5.28250 -1.80012 3.39651
H 6.59898 -0.62039 3.54757
H 4.00594 -0.23987 1.95411
H 5.58234 -0.53934 1.22508
```

For the orbital gap, the calculation gives 7.96 eV. Its spin multiplicity is 1. The HOMO energy is -0.4712 hartree. Its net charge is +1. Its largest force on an atom is 9.7 eV/A.



Record 3
A structure of composition C14H24BrN5O6V in a non-equilibrium geometry, computed with wB97M-V/def2-TZVPD.

Geometry as XYZ:
```
51
C14H24BrN5O6V, DFT wB97M-V/def2-TZVPD
O 0.81100 -1.02749 -4.77835
H -0.13181 -0.64604 -4.84018
V 0.27932 -0.27456 -0.64983
N 0.29634 1.37266 0.64708
N 1.99606 0.72701 -1.13721
N -0.90777 -1.19196 0.68269
N 0.20622 -2.37845 -1.44565
O -0.57743 1.67172 1.69602
O -1.50830 -0.63885 1.81151
O 0.91659 -2.96532 -2.31964
O 3.03015 0.16503 -1.63133
C 2.04844 2.02431 -0.69574
C 1.09948 2.40263 0.24070
C -1.19564 -2.48428 0.46244
C -0.62291 -3.13572 -0.68813
C 0.98120 3.70483 0.88567
H 1.16596 3.64648 1.98295
H -0.02483 4.16762 0.72701
H 1.73039 4.39070 0.45376
C 3.23450 2.78612 -1.06575
H 3.38620 2.79595 -2.17708
H 4.16038 2.34198 -0.61715
H 3.16470 3.84125 -0.72320
C -2.07574 -3.29006 1.37072
C -0.81876 -4.55901 -1.06727
H -2.39310 -2.66403 2.19260
H -1.49991 -4.15722 1.70861
H -2.92182 -3.66003 0.78692
H -0.24835 -4.72295 -1.96388
H -1.86830 -4.71497 -1.27015
H -0.46714 -5.22426 -0.28562
H -1.14695 0.38664 1.80122
H 0.81561 -1.20988 -3.66842
C -1.10972 0.58022 -1.44876
H -0.66949 1.63393 -1.34021
H -1.95411 -0.01519 -1.05270
H -1.07104 0.44868 -2.59721
O -2.51570 3.67453 0.65610
H -3.38023 3.42163 0.30624
H -2.08937 2.83695 0.88446
Br 5.21491 -3.54936 -0.16834
C 3.98728 -2.40875 0.73657
C 4.17904 -2.03105 2.07301
C 3.23263 -1.21208 2.67685
C 2.10864 -0.79019 1.93653
N 1.97599 -1.14788 0.65866
C 2.85759 -1.93574 0.03398
H 5.05053 -2.39313 2.58181
H 3.30925 -0.88102 3.69073
H 1.35249 -0.15766 2.36601
H 2.67313 -2.21825 -0.98725
```

Its energy above the lowest of the compared OMol25 structures with the same formula, charge and spin is 175.7 kJ/mol. For the orbital gap (spin up / spin down), the calculation gives 6.33 / 5.16 eV. Its spin multiplicity is 4. The HOMO energy (spin up / spin down) is -0.2819 / -0.2825 hartree. Its largest force on an atom is 5.6 eV/A.



Record 4
A structure of composition C14H24HgNO2P in a non-equilibrium geometry, computed with wB97M-V/def2-TZVPD.

Geometry as XYZ:
```
43
C14H24HgNO2P, DFT wB97M-V/def2-TZVPD
C 3.02274 2.26477 -0.92940
C 1.77774 2.83949 -0.64022
C 0.78481 2.10186 0.03518
C 1.02293 0.76595 0.43777
C 2.27838 0.19009 0.09985
C 3.26912 0.93250 -0.56849
C -0.56217 2.72363 0.33729
C -1.80344 2.06957 -0.31372
N -1.79041 0.57329 -0.49085
Hg -0.55964 -0.51363 1.11634
C 2.46240 -1.28776 0.39569
P 0.82595 -2.06597 -0.03858
H 1.57212 3.87431 -0.94275
H 4.23016 0.46633 -0.81889
H 3.79172 2.84634 -1.44952
H 2.61106 -1.46835 1.47775
H 3.30643 -1.74313 -0.15274
H -0.70724 2.70309 1.42771
H -0.57012 3.78567 0.03325
H -2.68091 2.31181 0.30631
C 0.87354 -3.77562 0.64565
C 1.00795 -2.35122 -1.85911
H -1.98658 2.50824 -1.31448
C -1.22882 0.25843 -1.82679
C -3.18715 0.07320 -0.43232
H 0.23883 -1.12382 2.31633
H -1.86770 0.69059 -2.62406
H -0.21547 0.67850 -1.90122
H -1.18839 -0.83302 -1.94683
H -3.73408 0.42815 -1.31745
H -3.20481 -1.03588 -0.39847
H -3.67309 0.48105 0.46582
H 1.88094 -2.99755 -2.05854
H 0.10262 -2.83075 -2.26714
H 1.15888 -1.38006 -2.35724
H 1.68266 -4.37335 0.19065
H 1.02313 -3.71035 1.73543
H -0.09645 -4.26648 0.46010
H -1.76056 -1.56996 1.51432
O -1.76730 -0.68377 3.98080
C -2.05813 0.47644 3.44194
O -1.64394 0.76924 2.23026
H -2.63770 1.19811 4.00037
```

For the orbital gap (spin up / spin down), the calculation gives 6.07 / 6.07 eV. Its spin multiplicity is 1. The HOMO energy (spin up / spin down) is -0.2367 / -0.2368 hartree. Its largest force on an atom is 7.1 eV/A.



Record 5
A structure of composition C14H24K3N3O11S2 in a non-equilibrium geometry, computed with wB97M-V/def2-TZVPD.

Geometry as XYZ:
```
57
C14H24K3N3O11S2, DFT wB97M-V/def2-TZVPD
K -2.74230 2.54837 -3.53507
K -2.56854 3.37394 0.79430
K 0.43206 4.53584 -1.57891
C -0.61320 0.91339 -0.43534
O -1.03661 1.98096 -1.25398
H -1.43894 0.56359 0.19457
H -0.24524 0.04170 -0.99759
H 0.27227 1.23303 0.12957
C 2.67000 3.43055 1.71113
N 1.19113 3.20786 1.74330
O 0.45639 3.89447 1.02429
O 0.74800 2.50059 2.60667
H 3.10964 2.58942 1.16833
H 3.09220 3.39870 2.71003
H 2.81273 4.37964 1.20932
C -2.62323 -2.33186 -0.58621
C -1.16324 -2.82400 -0.65416
O -1.13296 -4.03131 0.08778
S -2.54070 -4.26170 0.85250
O -2.63304 -3.46858 2.04245
O -2.83110 -5.65891 0.91334
O -3.35058 -3.52574 -0.34379
H -3.02275 -1.81923 -1.45748
H -2.72941 -1.60780 0.22855
H -0.47661 -2.08640 -0.24270
H -0.86319 -3.05702 -1.67664
C -3.63799 -0.92766 5.48461
C -4.09646 -1.85966 4.34600
O -4.06533 -1.05530 3.16583
S -2.80351 -0.08720 3.31779
O -3.07955 1.07163 2.52000
O -1.55661 -0.75927 3.14714
O -3.15098 0.25943 4.82367
H -2.98006 -1.42586 6.18876
H -4.52299 -0.53182 5.98802
H -5.04748 -2.35483 4.50044
H -3.32158 -2.62653 4.23379
N 5.63639 0.09931 -1.37964
C 4.34890 0.54363 -1.30390
C 3.89326 0.20018 -0.02363
C 4.97675 -0.37630 0.66507
C 6.03687 -0.46763 -0.20410
H 6.11330 -0.07345 -2.24812
H 3.75276 0.89865 -2.12557
H 2.92449 0.38530 0.41525
H 4.94417 -0.72905 1.68286
H 7.00335 -0.92986 -0.11421
N 0.28523 1.09611 -3.75925
C 0.41515 1.84416 -4.89749
C 0.75201 1.01797 -5.94341
C 0.93582 -0.26386 -5.33902
C 0.62086 -0.20734 -4.00787
H -0.09459 1.44495 -2.87553
H 0.21057 2.90761 -4.84316
H 1.03439 1.13707 -6.97427
H 1.18116 -1.18651 -5.84446
H 0.51893 -0.96338 -3.24986
```

For the orbital gap, the calculation gives 5.36 eV. Its spin multiplicity is 1. The HOMO energy is -0.4479 hartree. Its net charge is +2. Its largest force on an atom is 2.2 eV/A.



Listing electronic energy for the structures above in their given order: -23885.52754 -137190.52404 -130364.34429 -33949.51294 -112528.48891 eV.